Molecular formula: H12O6
Method: DFT, wB97M-V/def2-TZVPD

Calculated values
- Spin multiplicity: 2
- Frontier orbital gap (alpha / beta): 3.4 / 11.4 eV
- Total charge: -1
- HOMO energy (alpha / beta): 0.08 / -7.87 eV

Geometry (Å):
O 4.451 5.895 25.944
H 4.674 5.545 25.082
H 3.555 6.219 25.847
O 3.840 4.986 23.295
H 4.748 5.111 23.018
H 3.343 5.618 22.776
O 3.342 7.438 21.943
H 3.869 8.134 22.336
H 3.002 7.821 21.134
O 6.517 5.671 22.402
H 6.232 6.335 21.774
H 7.300 5.287 22.007
O 2.955 2.541 24.286
H 3.364 3.231 23.764
H 3.389 2.595 25.137
O 1.222 6.396 23.397
H 0.889 5.726 22.801
H 1.827 6.913 22.865

Here are the natural (NBO) charges for atoms 1 to 6, given in e: atom 1 (O): -0.98, atom 2 (H): 0.49, atom 3 (H): 0.47, atom 4 (O): -1.02, atom 5 (H): 0.49, atom 6 (H): 0.50